# 1
Density functional theory data (ωB97M-V/def2-TZVPD) for a 2-piece molecular cluster, C2H3Cl2NO2 overall.

Output
DFT total energy = -32746.7105 eV
Energy above the lowest of the compared OMol25 structures with the same formula, charge and spin = 609.4 kJ/mol

Atoms and positions in Å:
Cl  -2.4992  -2.0067  -0.7039
Cl  -3.5434  0.0998  0.7632
O  0.6948  1.0523  -1.4384
O  -0.5359  0.0933  0.2211
N  -2.5766  -0.3490  -0.5589
C  0.4768  0.4831  -0.4208
C  1.8004  0.1857  0.4409
H  2.5331  0.8903  -0.0801
H  1.7066  0.3869  1.5322
H  1.9434  -0.8358  0.2446

***

# 2
Density functional theory data (ωB97M-V/def2-TZVPD) for C3H3BaFO as an isolated structure.

Output
DFT total energy = -8612.2298 eV

Atoms and positions in Å:
Ba  1.2143  2.7726  -1.5043
F  0.5844  2.5296  1.0090
O  -0.8390  -0.7064  -1.0863
C  -0.6858  -1.2764  0.2457
C  0.2508  -0.1349  0.5405
C  -0.1902  0.4592  -0.6082
H  -1.6505  -1.3247  0.7760
H  -0.2616  -2.2904  0.1638
H  1.5777  -0.0288  0.4639

***

> Among the records above, which one has the lowest DFT total energy?

C2H3Cl2NO2

***

> The lowest DFT total energy belongs to which entry?

C2H3Cl2NO2